Entry 1:
ORCA calculation (ωB97M-V with the def2-TZVPD basis set) on a molecular structure, C26H65N4O10PPt at a distorted geometry.

ORCA input file:
```
! RIJCOSX wB97M-V def2-TZVPD def2/J DEFGRID3
* xyz 2 3
C -6.1862 -5.2928 21.4569
C -7.0616 -6.4738 21.8941
C -7.5877 -7.2935 20.7192
C -7.1716 -8.8297 20.6176
N -7.8008 -9.7206 19.4086
C -9.3500 -9.7156 19.7605
C -9.6400 -11.1441 20.2412
C -8.3582 -11.8834 20.4691
C -7.3883 -11.2574 19.4702
C -7.6219 -9.1327 17.9258
H -5.6094 -4.9961 22.3329
H -6.7468 -4.4175 21.1286
H -5.4596 -5.5113 20.6744
H -7.7994 -6.0434 22.5712
H -6.5054 -7.1889 22.5004
H -7.5179 -6.7875 19.7563
H -8.6722 -7.2262 20.8060
H -7.0454 -9.5069 21.4623
H -6.1533 -8.7887 20.2310
H -9.8641 -9.4334 18.8417
H -9.6864 -8.9360 20.4440
H -10.2942 -11.6988 19.5684
H -10.2832 -11.0395 21.1149
H -8.5954 -12.9020 20.1618
H -7.9723 -11.8456 21.4878
H -7.4646 -11.6279 18.4480
H -6.3677 -11.2370 19.8524
H -8.4543 -9.5295 17.3447
H -6.6468 -9.5048 17.6112
H -7.7311 -8.0545 17.8091
Pt -11.1836 -15.8806 13.5995
C -12.8009 -9.3282 10.6217
N -11.9518 -8.0579 10.9556
C -10.6508 -8.6463 11.5781
C -11.6207 -7.4566 9.6052
C -12.7584 -7.0444 11.8082
C -13.2976 -7.5484 13.1491
O -12.2066 -7.6367 14.0949
H -12.9433 -9.9572 11.5004
H -12.2197 -9.8703 9.8757
H -13.6442 -8.9261 10.0604
H -10.0883 -7.8737 12.1022
H -9.9756 -9.0750 10.8375
H -10.9337 -9.2886 12.4121
H -11.0933 -8.2365 9.0560
H -10.9391 -6.6492 9.8732
H -12.5536 -7.0413 9.2241
H -13.6862 -6.7529 11.3160
H -12.2018 -6.1106 11.8876
H -13.7162 -8.5360 12.9555
H -14.0155 -6.8627 13.5991
H -12.0878 -8.5702 14.2848
C -11.7036 -12.8246 15.2275
O -11.8959 -11.6379 15.4990
O -12.5336 -13.7599 15.3064
O -10.6756 -13.0939 14.6860
C -9.9975 -19.3176 17.9983
C -10.3889 -18.8806 16.5349
C -11.9284 -19.1332 16.3010
O -12.3934 -18.4446 15.0948
C -13.5780 -19.0254 14.5695
N -10.1856 -17.4810 16.2263
H -8.9537 -19.6255 18.0601
H -10.4692 -20.2219 18.3830
H -10.3113 -18.6004 18.7568
H -9.8611 -19.5844 15.8913
H -12.3913 -18.7704 17.2187
H -12.1650 -20.1956 16.3585
H -13.8378 -18.5692 13.6142
H -14.4172 -18.6742 15.1699
H -13.5965 -20.0817 14.3013
H -9.2372 -17.3482 16.5472
H -10.8235 -17.0015 16.8455
C -17.1385 -9.5586 17.1417
C -16.9561 -11.0633 16.9142
C -17.2423 -11.4760 15.4430
O -18.2026 -10.6848 14.7220
C -19.6005 -10.7482 15.1498
N -15.6726 -11.4782 17.4280
H -16.2080 -9.1081 16.7961
H -17.1426 -9.5241 18.2312
H -17.9636 -9.0606 16.6326
H -17.6830 -11.4710 17.6167
H -17.4673 -12.5348 15.5713
H -16.3036 -11.3917 14.8953
H -20.1936 -11.4280 14.5380
H -19.9216 -9.7114 15.0499
H -19.7402 -11.0470 16.1888
H -15.3499 -12.3193 16.9714
H -14.9925 -10.8217 17.0721
C -17.2578 -17.1566 17.9499
O -18.5220 -17.8618 17.6727
P -18.9015 -19.0821 18.6680
O -17.9114 -19.5633 19.5620
O -20.2819 -18.6323 19.4381
C -20.6772 -19.2839 20.6362
O -19.6373 -20.1671 17.7350
C -20.9236 -19.9725 17.1023
H -16.4202 -17.6755 18.4162
H -17.5731 -16.3252 18.5802
H -16.7208 -16.7425 17.0965
H -20.1346 -20.2284 20.6773
H -21.6562 -19.6901 20.8904
H -20.3690 -18.7200 21.5166
H -21.7233 -20.5998 17.4962
H -20.7612 -20.3144 16.0802
H -21.2936 -18.9497 17.1730
*
```

Summary:
F_max = 7.27 eV/A
HOMO-LUMO gap (spin up / spin down) = 5.675 / 5.767 eV
Lowest unoccupied orbital energy (spin up / spin down) = -6.3 / -6.2 eV

Atom charges from the Mulliken analysis, given in e for atoms 1 to 99: atom 1 (C): -1.28, atom 2 (C): -0.55, atom 3 (C): -0.64, atom 4 (C): -0.78, atom 5 (N): 0.24, atom 6 (C): -0.51, atom 7 (C): -0.59, atom 8 (C): -0.58, atom 9 (C): -0.61, atom 10 (C): -0.99, atom 11 (H): 0.38, atom 12 (H): 0.33, atom 13 (H): 0.35, atom 14 (H): 0.31, atom 15 (H): 0.35, atom 16 (H): 0.42, atom 17 (H): 0.37, atom 18 (H): 0.46, atom 19 (H): 0.42, atom 20 (H): 0.44, atom 21 (H): 0.21, atom 22 (H): 0.31, atom 23 (H): 0.36, atom 24 (H): 0.37, atom 25 (H): 0.30, atom 26 (H): 0.45, atom 27 (H): 0.32, atom 28 (H): 0.45, atom 29 (H): 0.36, atom 30 (H): 0.34, atom 31 (Pt): 0.77, atom 32 (C): -1.06, atom 33 (N): -0.16, atom 34 (C): -0.75, atom 35 (C): -0.91, atom 36 (C): -0.40, atom 37 (C): -0.57, atom 38 (O): -0.50, atom 39 (H): 0.51, atom 40 (H): 0.43, atom 41 (H): 0.40, atom 42 (H): 0.38, atom 43 (H): 0.34, atom 44 (H): 0.34, atom 45 (H): 0.39, atom 46 (H): 0.41, atom 47 (H): 0.39, atom 48 (H): 0.33, atom 49 (H): 0.42, atom 50 (H): 0.32, atom 51 (H): 0.37, atom 52 (H): 0.32, atom 53 (C): 0.90, atom 54 (O): -0.62, atom 55 (O): -0.60, atom 56 (O): -0.56, atom 57 (C): -1.39, atom 58 (C): 0.14, atom 59 (C): -0.91, atom 60 (O): -0.19, atom 61 (C): -0.84, atom 62 (N): -0.41, atom 63 (H): 0.38, atom 64 (H): 0.38, atom 65 (H): 0.37, atom 66 (H): 0.31, atom 67 (H): 0.39, atom 68 (H): 0.43, atom 69 (H): 0.27, atom 70 (H): 0.32, atom 71 (H): 0.33, atom 72 (H): 0.26, atom 73 (H): 0.27, atom 74 (C): -1.09, atom 75 (C): 0.31, atom 76 (C): -0.51, atom 77 (O): -0.39, atom 78 (C): -0.71, atom 79 (N): -0.66, atom 80 (H): 0.21, atom 81 (H): 0.35, atom 82 (H): 0.31, atom 83 (H): 0.24, atom 84 (H): 0.32, atom 85 (H): 0.29, atom 86 (H): 0.29, atom 87 (H): 0.26, atom 88 (H): 0.30, atom 89 (H): 0.24, atom 90 (H): 0.24, atom 91 (C): -0.73, atom 92 (O): -0.26, atom 93 (P): 1.05, atom 94 (O): -0.65, atom 95 (O): -0.36, atom 96 (C): -0.76, atom 97 (O): -0.35, atom 98 (C): -0.62, atom 99 (H): 0.32


Entry 2:
ORCA calculation (ωB97M-V with the def2-TZVPD basis set) on a molecular structure, C36H35AlN7O4PS.

ORCA input file:
```
! RIJCOSX wB97M-V def2-TZVPD def2/J DEFGRID3
* xyz 2 1
Al 0.0543 0.1098 -0.7875
N -2.1058 2.3873 -0.2018
P -2.4453 0.7240 -0.0046
C -3.2714 0.6339 1.6091
C -4.2695 1.5534 1.9438
C -4.9399 1.4418 3.1480
C -4.6257 0.4094 4.0279
C -3.6495 -0.5155 3.6969
C -2.9726 -0.4077 2.4861
C -3.7986 0.4229 -1.1695
C -4.3962 -0.8384 -1.1228
C -5.4513 -1.1383 -1.9685
C -5.9129 -0.1822 -2.8673
C -5.3159 1.0671 -2.9221
C -4.2554 1.3718 -2.0765
C -0.8312 2.8924 -0.2982
C -0.6233 4.2669 -0.1597
C 0.6463 4.7757 -0.2653
C 1.7134 3.9152 -0.5357
C 1.4478 2.5870 -0.6775
N 0.1981 2.0514 -0.5431
H -2.8170 3.0755 0.0026
H -4.5536 2.3436 1.2564
H -5.7199 2.1491 3.3974
H -5.1546 0.3252 4.9683
H -3.4137 -1.3246 4.3760
H -2.2271 -1.1476 2.2198
H -4.0512 -1.5801 -0.4083
H -5.9220 -2.1119 -1.9219
H -6.7469 -0.4109 -3.5182
H -5.6747 1.8102 -3.6224
H -3.7912 2.3489 -2.1340
H -1.4714 4.9109 0.0304
H 0.8146 5.8383 -0.1463
H 2.7248 4.2788 -0.6380
H 2.2254 1.8854 -0.9315
O 2.7215 -1.7684 -2.5955
C 2.7041 -0.9802 -1.6898
O 1.6106 -0.2855 -1.3789
C 3.9049 -0.7159 -0.8352
C 5.1227 -1.2898 -1.1975
C 6.2588 -1.0607 -0.4369
C 6.1995 -0.2551 0.6925
C 4.9806 0.2950 1.0387
C 3.8347 0.0662 0.3040
N 4.8820 1.1412 2.2416
O 3.7966 1.6583 2.4803
O 5.8552 1.2395 2.9446
H 5.1597 -1.9105 -2.0832
H 7.2013 -1.5065 -0.7246
H 7.0764 -0.0512 1.2907
H 2.9034 0.4878 0.6437
N 0.3233 0.6758 2.6608
C 0.8834 -0.5106 2.3489
S 0.2556 -1.4317 1.0338
N 1.8904 -0.9208 3.0936
C 2.8926 -1.9494 2.9750
C 3.0356 -2.8311 1.9120
C 4.0973 -3.7257 1.9207
C 5.0022 -3.7541 2.9704
C 4.8414 -2.8797 4.0350
C 3.7915 -1.9794 4.0362
H -0.6551 0.8004 2.4484
H 0.6726 1.2064 3.4465
H 2.1022 -0.3102 3.8736
H 2.3429 -2.8445 1.0890
H 4.2078 -4.4103 1.0904
H 5.8240 -4.4570 2.9629
H 5.5305 -2.8957 4.8686
H 3.6750 -1.2922 4.8687
C -2.5055 -3.0483 -4.2765
C -1.9515 -1.7481 -3.8080
C -1.8640 -0.5169 -4.4285
C -1.2113 0.3305 -3.5362
N -0.9298 -0.3336 -2.4086
N -1.3903 -1.6006 -2.5978
C -0.8504 1.7688 -3.7026
H -3.3739 -2.8768 -4.9088
H -2.7995 -3.6822 -3.4407
H -1.7611 -3.5840 -4.8672
H -2.2174 -0.2707 -5.4160
H -1.2067 -2.3304 -1.9283
H -0.9545 2.0613 -4.7442
H 0.1816 1.9511 -3.3997
H -1.5077 2.4069 -3.1078
*
```

Summary:
F_max = 0.69 eV/A
HOMO-LUMO gap = 8.241 eV
Lowest unoccupied orbital energy = -5.4 eV

Mulliken charges, unit e, in atom order: atom 1 (Al): -1.57, atom 2 (N): 0.43, atom 3 (P): 0.61, atom 4 (C): 0.75, atom 5 (C): -0.78, atom 6 (C): -0.75, atom 7 (C): -0.57, atom 8 (C): -0.82, atom 9 (C): -0.12, atom 10 (C): 0.42, atom 11 (C): -0.53, atom 12 (C): -0.75, atom 13 (C): -0.59, atom 14 (C): -0.82, atom 15 (C): -0.39, atom 16 (C): 0.54, atom 17 (C): -1.06, atom 18 (C): -0.63, atom 19 (C): -1.10, atom 20 (C): -0.56, atom 21 (N): 1.12, atom 22 (H): 0.30, atom 23 (H): 0.26, atom 24 (H): 0.44, atom 25 (H): 0.42, atom 26 (H): 0.47, atom 27 (H): 0.52, atom 28 (H): 0.44, atom 29 (H): 0.48, atom 30 (H): 0.44, atom 31 (H): 0.47, atom 32 (H): 0.35, atom 33 (H): 0.55, atom 34 (H): 0.47, atom 35 (H): 0.57, atom 36 (H): 0.67, atom 37 (O): -0.63, atom 38 (C): 0.09, atom 39 (O): 0.29, atom 40 (C): 0.22, atom 41 (C): -1.12, atom 42 (C): -0.73, atom 43 (C): -0.68, atom 44 (C): -1.07, atom 45 (C): 1.63, atom 46 (N): 1.19, atom 47 (O): -0.65, atom 48 (O): -0.62, atom 49 (H): 0.56, atom 50 (H): 0.46, atom 51 (H): 0.57, atom 52 (H): 0.61, atom 53 (N): -0.17, atom 54 (C): 0.59, atom 55 (S): -0.48, atom 56 (N): 0.12, atom 57 (C): 0.89, atom 58 (C): -0.38, atom 59 (C): -0.84, atom 60 (C): -0.62, atom 61 (C): -0.71, atom 62 (C): -0.48, atom 63 (H): -0.05, atom 64 (H): 0.24, atom 65 (H): 0.28, atom 66 (H): 0.36, atom 67 (H): 0.43, atom 68 (H): 0.45, atom 69 (H): 0.43, atom 70 (H): 0.37, atom 71 (C): -1.43, atom 72 (C): 0.60, atom 73 (C): -1.12, atom 74 (C): 0.63, atom 75 (N): 1.50, atom 76 (N): 0.16, atom 77 (C): -1.16, atom 78 (H): 0.37, atom 79 (H): 0.37, atom 80 (H): 0.31, atom 81 (H): 0.52, atom 82 (H): 0.16, atom 83 (H): 0.51, atom 84 (H): 0.24, atom 85 (H): 0.09


Calculated total energy list, top to bottom, in hartree: -2460.865025; -3058.751866